(1)
The following is a quantum chemistry calculation of the molecule C2H6B2 at a distorted geometry, from OMol25.

The value obtained for the HOMO-LUMO gap (alpha / beta) is 0.297 / 0.292 hartree. For the energy, the calculation gives -129.25286 Ha. Its lowest unoccupied orbital energy (alpha / beta) is 0.2 / -2.6 eV. For the largest force on an atom, the calculation gives 5.61 eV/A. Its expectation value of S² is 2.006. For the HOMO energy (alpha / beta), the calculation gives -0.2899 / -0.3868 hartree. The calculation puts the relative energy (zero: lowest compared OMol25 entry of this formula, charge and spin) at 127.65 kJ/mol.

```
! wB97M-V def2-TZVPD RIJCOSX def2/J DEFGRID3
* xyz 0 3
B 2.06164 0.15160 0.02759
B -2.05676 -0.15304 -0.12301
C 0.71932 -0.40619 -0.15776
C -0.74650 0.43358 0.26886
H 2.67526 1.08730 0.40430
H 2.72872 -0.53684 -0.50741
H -2.57269 0.17838 -1.00535
H -2.58387 -1.12590 0.37388
H 0.41480 -1.26991 -0.72254
H -0.39376 1.40304 0.52997
*
```

(2)
The following is a quantum chemistry calculation of a cluster of 8 separate species, H16O8 in total at a distorted geometry, from OMol25.

The value obtained for the HOMO-LUMO gap is 0.386 hartree. For the energy, the calculation gives -611.50936 Ha. Its lowest unoccupied orbital energy is -0.1 eV. For the largest force on an atom, the calculation gives 4.27 eV/A. For the HOMO energy, the calculation gives -0.3884 hartree. The calculation puts the relative energy (zero: lowest compared OMol25 entry of this formula, charge and spin) at 192.32 kJ/mol. The structure (SMILES) is O.O.O.O.O.O.O.O.

```
! wB97M-V def2-TZVPD RIJCOSX def2/J DEFGRID3
* xyz 0 1
O -0.16514 -0.86522 0.93808
H -0.03482 0.08384 1.00210
H -0.83501 -0.93814 0.25800
O 0.57279 1.11701 -1.70168
H -0.03263 1.06291 -2.45929
H 0.88336 0.22652 -1.70761
O 0.85819 1.83554 0.96091
H 0.31079 2.61807 1.11153
H 0.88274 1.56946 0.03090
O 3.56609 0.90064 1.59598
H 3.87688 1.52165 2.23044
H 2.67314 1.14969 1.42576
O -1.29040 -1.41997 -2.94842
H -2.04229 -1.80862 -3.42321
H -1.69039 -1.29786 -2.14858
O -2.54581 -1.38242 -0.32135
H -3.21892 -2.07789 -0.49690
H -2.99450 -0.70542 0.14436
O 1.84561 -1.10768 -0.89502
H 1.25308 -1.54771 -0.29292
H 1.91730 -1.66532 -1.69275
O -1.61341 0.95469 2.89202
H -1.26281 0.20984 2.42637
H -0.91384 1.56640 3.07128
*
```

(3)
The following is a quantum chemistry calculation of a structure of composition C6H4CaN2O5S at a distorted geometry, from OMol25.

The value obtained for the HOMO-LUMO gap is 0.309 hartree. For the energy, the calculation gives -1792.02271 Ha. Its lowest unoccupied orbital energy is -8.2 eV. For the largest force on an atom, the calculation gives 6.21 eV/A. For the HOMO energy, the calculation gives -0.6095 hartree. The calculation puts the relative energy (zero: lowest compared OMol25 entry of this formula, charge and spin) at 53.46 kJ/mol.

```
! wB97M-V def2-TZVPD RIJCOSX def2/J DEFGRID3
* xyz 2 1
O 2.80931 -2.39604 -3.83001
C 2.94627 -1.55272 -3.07025
Ca 0.97717 1.17411 0.64527
O 4.52287 2.14358 -0.25107
C 3.44830 1.90927 0.07970
C 0.61066 2.83156 2.47223
O 0.46650 3.61084 3.31564
C 2.35430 -0.63506 1.68518
O 3.02153 -1.49220 2.07587
C 0.70374 2.47583 -1.46965
O 0.63465 3.00843 -2.49103
N -3.31284 -0.76102 0.97982
C -2.38669 -1.17431 0.08997
N -2.78875 -2.18767 -0.69803
S -0.80152 -0.56262 -0.13378
H -4.23009 -1.20713 1.01899
H -3.07897 -0.00835 1.59931
H -2.18677 -2.58812 -1.40590
H -3.70967 -2.58837 -0.61225
*
```

(4)
The following is a quantum chemistry calculation of a structure of composition C45H46N14O3Sr at a distorted geometry, from OMol25.

The value obtained for the HOMO-LUMO gap (alpha / beta) is 0.125 / 0.122 hartree. For the energy, the calculation gives -2765.51494 Ha. Its lowest unoccupied orbital energy (alpha / beta) is 4.1 / 4.1 eV. For the largest force on an atom, the calculation gives 2.24 eV/A. For the HOMO energy (alpha / beta), the calculation gives 0.0262 / 0.0286 hartree.

```
! wB97M-V def2-TZVPD RIJCOSX def2/J DEFGRID3
* xyz -2 1
Sr 0.82167 -0.32133 0.12299
C -0.92007 3.65702 1.61689
N -1.60719 2.45192 2.07228
C -1.61724 2.17791 3.50961
C -0.43316 1.45885 4.08364
N 0.77290 1.94613 4.16738
C 1.52323 0.95239 4.76570
C 2.87858 0.92272 5.08942
C 3.37267 -0.21709 5.69804
C 2.55032 -1.31612 5.97713
C 1.20564 -1.31054 5.65282
C 0.71427 -0.16138 5.04803
N -0.54479 0.20527 4.62364
C 0.18537 3.33627 0.65627
N 0.90050 2.26772 0.66199
C 1.86935 2.43257 -0.39231
C 3.36073 1.89018 -0.33937
C 4.33470 2.79893 -0.94242
C 3.98130 3.88175 -1.67660
C 2.65276 4.42822 -1.65878
C 1.72502 3.78650 -0.90704
N 0.60491 4.28229 -0.24782
H -0.48849 4.19838 2.46465
H -1.61416 4.33020 1.10207
H -1.19402 1.68146 1.56429
H -2.51357 1.58434 3.71997
H -1.72762 3.12353 4.04281
H 3.52063 1.76091 4.85023
H 4.42692 -0.27047 5.94265
H 2.97898 -2.20302 6.42643
H 0.58538 -2.18337 5.81584
H -1.31848 -0.42186 4.45840
H 3.67811 1.38631 0.57380
H 5.38672 2.58614 -0.78115
H 4.75541 4.45478 -2.17642
H 2.47001 5.41534 -2.06569
H 0.04989 5.06554 -0.54771
C -2.90282 -0.85912 1.68429
N -3.04017 -1.39256 0.29378
C -3.16989 -0.32268 -0.71436
C -2.49351 -0.72096 -1.97178
N -1.21194 -0.60208 -2.21575
C -1.01393 -1.15429 -3.47339
C 0.15055 -1.26636 -4.23004
C 0.05131 -1.86998 -5.47059
C -1.16786 -2.35213 -5.96065
C -2.33748 -2.23415 -5.22619
C -2.23336 -1.62604 -3.98324
N -3.15417 -1.33083 -3.00127
C -1.92702 -1.62795 2.47428
N -0.58091 -1.59568 2.28914
C -0.06829 -2.68779 2.92468
C 1.25957 -3.13251 3.04881
C 1.49562 -4.31117 3.76507
C 0.47397 -5.03959 4.35190
C -0.87349 -4.61505 4.23559
C -1.10874 -3.45114 3.52308
N -2.26602 -2.77426 3.22017
H -3.88712 -0.86995 2.16486
H -2.58274 0.18708 1.62811
H -2.19886 -1.92836 0.09698
H -2.71020 0.61757 -0.39014
H -4.22803 -0.11979 -0.91100
H 1.09072 -0.87351 -3.86199
H 0.94317 -1.96690 -6.07676
H -1.20306 -2.82537 -6.93415
H -3.28231 -2.59887 -5.60978
H -4.13814 -1.52836 -3.00688
H 2.06963 -2.58795 2.58116
H 2.51429 -4.67317 3.85226
H 0.69910 -5.95671 4.88397
H -1.68470 -5.19321 4.66380
H -3.19762 -3.13062 3.32180
C 0.28820 -5.07746 0.03545
C 0.68959 -3.88265 -0.81310
C 0.86377 -4.27431 -2.27641
O -0.37618 -2.92203 -0.68773
C 2.05680 -3.31671 -0.31395
O 2.99151 -4.10812 -0.24303
O 2.07829 -2.06906 -0.04387
H -0.59170 -5.56308 -0.39484
H 0.05405 -4.75066 1.05008
H 1.11971 -5.77771 0.08031
H -0.06641 -4.68733 -2.67591
H 1.66028 -5.01299 -2.35491
H 1.14353 -3.40630 -2.87808
H -0.31172 -2.30141 -1.42515
N -4.54823 6.43543 -2.11202
C -4.05200 5.24980 -1.52311
N -4.78787 4.79578 -0.40496
N -2.97114 4.62981 -2.04985
C -2.43963 3.59361 -1.50330
N -1.92189 2.64632 -1.02370
H -5.54177 6.34181 -2.34580
H -4.03654 6.60347 -2.96901
H -4.96319 5.55255 0.25784
H -4.29035 4.05071 0.07176
C 2.30330 1.24463 -1.18936
C 2.36931 1.32568 -2.64513
C 1.29204 1.82845 -3.39308
C 1.31255 1.82112 -4.77867
C 2.40109 1.30062 -5.46914
C 3.47325 0.78803 -4.74397
C 3.46120 0.80717 -3.35849
H 0.42336 2.21244 -2.86587
H 0.46590 2.21570 -5.32976
H 2.41431 1.28959 -6.55305
H 4.32793 0.37303 -5.26833
H 4.29599 0.40013 -2.79933
*
```

(5)
The following is a quantum chemistry calculation of the ion C4H4NO4 with charge -1 at a distorted geometry, from OMol25.

The value obtained for the HOMO-LUMO gap is 0.315 hartree. For the energy, the calculation gives -510.54361 Ha. Its lowest unoccupied orbital energy is 3.9 eV. For the largest force on an atom, the calculation gives 3.47 eV/A. For the HOMO energy, the calculation gives -0.1719 hartree. The calculation puts the relative energy (zero: lowest compared OMol25 entry of this formula, charge and spin) at 180.57 kJ/mol. The structure (SMILES) is O=C([O-])[C@H]1CC(=O)N1O.

```
! wB97M-V def2-TZVPD RIJCOSX def2/J DEFGRID3
* xyz -1 1
O 2.66684 -0.69048 0.20695
C 1.76427 0.15877 0.12894
O 1.84963 1.38563 0.34504
C 0.35747 -0.38791 -0.35831
C -0.71326 -1.24672 0.31232
C -1.60247 -0.01230 0.20990
O -2.74757 0.27768 0.61158
N -0.59426 0.72301 -0.28486
O -0.45944 2.05419 -0.60008
H 0.65230 -0.81566 -1.34090
H -0.53209 -1.50446 1.42743
H -1.06384 -2.23608 -0.30011
H 0.42241 2.29433 -0.35789
*
```

(6)
The following is a quantum chemistry calculation of a structure of composition C26H23MgN4O6P, from OMol25.

The value obtained for the HOMO-LUMO gap is 0.248 hartree. For the energy, the calculation gives -2216.73543 Ha. Its lowest unoccupied orbital energy is -1.0 eV. For the largest force on an atom, the calculation gives 0.84 eV/A. For the HOMO energy, the calculation gives -0.2862 hartree. The calculation puts the relative energy (zero: lowest compared OMol25 entry of this formula, charge and spin) at 0.00 kJ/mol.

```
! wB97M-V def2-TZVPD RIJCOSX def2/J DEFGRID3
* xyz 0 1
Mg 0.31690 -0.89327 0.24780
O -3.37927 1.04224 -1.71230
C -2.28598 0.41761 -1.28280
O -1.36989 0.95884 -0.71361
C -2.27368 -1.05625 -1.58230
C -3.29042 -1.72406 -2.22450
C -3.14360 -3.09846 -2.41422
C -2.00984 -3.73063 -1.94841
C -1.04252 -2.97664 -1.29157
N -1.17509 -1.66397 -1.13171
C 0.20364 -3.60048 -0.64476
O 0.41529 -4.77696 -0.86534
O 0.85854 -2.77321 0.07967
H -3.29599 1.97608 -1.45574
H -4.16659 -1.19120 -2.56423
H -3.92055 -3.66159 -2.91464
H -1.84398 -4.79312 -2.05951
O 0.94687 5.18174 3.48127
C -0.10842 4.52676 3.44730
O -1.25132 4.76832 3.87442
C 0.05259 3.10533 2.86692
C 1.27408 2.67183 2.36941
C 1.35758 1.41743 1.79837
N 0.28754 0.62080 1.68948
C -0.87481 1.00219 2.22891
C -1.02872 2.23319 2.82965
C -1.94789 -0.04070 2.15305
C -3.26954 0.22164 2.48905
C -4.18424 -0.81535 2.45045
C -3.75811 -2.08611 2.09204
C -2.43017 -2.25342 1.74790
N -1.54264 -1.25853 1.75461
C 2.62593 0.77907 1.31673
C 3.87306 1.36467 1.45623
C 4.99154 0.63553 1.08364
C 4.83555 -0.64871 0.58879
C 3.55213 -1.14894 0.44819
N 2.47234 -0.44844 0.79175
H 2.11100 3.35259 2.45600
H -1.95138 2.57454 3.27934
H -3.56852 1.21807 2.78148
H -5.22073 -0.63533 2.70570
H -4.43475 -2.92892 2.07738
H -2.04989 -3.22469 1.44888
H 3.96832 2.35898 1.86861
H 5.97901 1.06503 1.19396
H 5.68659 -1.25502 0.31231
H 3.35549 -2.13762 0.04979
C 3.06756 0.08956 -2.75642
P 1.38230 0.39201 -2.11969
C 0.42184 0.23175 -3.67182
C 1.44711 2.21168 -1.90960
H 3.26796 0.71663 -3.62769
H 3.18914 -0.95799 -3.03504
H 3.79802 0.31976 -1.97928
H 0.79512 0.91655 -4.43587
H -0.63512 0.44327 -3.50766
H 0.50439 -0.79145 -4.04269
H 1.58195 2.71228 -2.87089
H 2.29319 2.46387 -1.26695
H 0.54106 2.58126 -1.42982
*
```

(7)
The following is a quantum chemistry calculation of a structure of composition C25H42N5O2Pb, from OMol25.

The value obtained for the HOMO-LUMO gap is 0.248 hartree. For the energy, the calculation gives -1594.68280 Ha. Its lowest unoccupied orbital energy is -2.4 eV. For the largest force on an atom, the calculation gives 0.61 eV/A. For the HOMO energy, the calculation gives -0.3345 hartree. The calculation puts the relative energy (zero: lowest compared OMol25 entry of this formula, charge and spin) at 73.06 kJ/mol.

```
! wB97M-V def2-TZVPD RIJCOSX def2/J DEFGRID3
* xyz 1 1
Pb 0.45305 0.31213 -1.14409
C 2.76793 -1.10234 -2.18252
C 1.68034 -1.69049 -2.90763
C 0.81040 -2.27971 -2.00082
C 1.29218 -1.99598 -0.66177
C 2.56736 -1.34189 -0.82002
C 3.56369 -1.15747 0.28788
C 0.93631 -2.77061 0.57789
C -0.39732 -3.09220 -2.35327
C 1.49403 -1.70954 -4.39624
C 4.02231 -0.54213 -2.79107
H 4.46388 -0.66134 -0.07874
H 3.86468 -2.12920 0.68916
H 3.15765 -0.57355 1.11802
H 1.49204 -3.71156 0.62093
H -0.12959 -3.01328 0.59927
H 1.17776 -2.19221 1.47297
H -0.10879 -3.96628 -2.94162
H -1.10513 -2.50225 -2.93485
H -0.90922 -3.44212 -1.45520
H 1.74256 -2.69207 -4.80597
H 2.12538 -0.97250 -4.89092
H 0.45535 -1.49644 -4.65600
H 4.82006 -1.28909 -2.77416
H 4.38841 0.33128 -2.24426
H 3.86905 -0.25106 -3.82903
N -2.13338 1.68294 -0.14141
C -3.04042 0.53648 -0.24083
C -4.45146 0.82991 0.27392
C -5.47715 -0.27669 -0.01096
C -4.96294 -1.68713 0.24411
N -4.60903 -1.89065 1.65378
C -3.43638 -2.23426 2.15095
N -3.24746 -2.21457 3.47947
N -2.43253 -2.61746 1.36308
C -2.94485 0.03511 -1.73287
O -3.96109 0.06369 -2.42559
O -1.80251 -0.41988 -2.04876
H -2.04293 2.00509 0.81620
H -2.49606 2.44714 -0.70342
H -2.59753 -0.25677 0.37388
H -4.82267 1.74667 -0.18896
H -4.38210 1.01636 1.35279
H -5.73215 -0.23740 -1.06593
H -6.38348 -0.09078 0.57503
H -4.09741 -1.87251 -0.38884
H -5.72804 -2.41383 -0.02957
H -5.33799 -1.63956 2.30384
H -3.99321 -1.97289 4.10613
H -2.38988 -2.54714 3.88250
H -2.52956 -2.60533 0.36170
H -1.51780 -2.79995 1.73776
C 3.22340 4.69443 0.75241
N 2.91773 3.63003 -0.23346
C 1.54934 3.80154 -0.78071
C 3.14092 2.23440 0.34179
C 2.18813 1.86592 1.45204
C 2.56005 2.18104 2.76275
C 1.72998 1.85972 3.82205
C 0.53662 1.20081 3.55887
C 0.20753 0.85697 2.25465
C 1.00587 1.17208 1.14522
H 3.10062 5.67195 0.29225
H 4.24712 4.59067 1.10550
H 2.54362 4.59619 1.59442
H 3.57547 3.72390 -1.00636
H 0.83201 3.57590 0.00438
H 1.39017 3.10771 -1.60444
H 1.41611 4.82127 -1.13454
H 4.17202 2.21719 0.69565
H 3.03287 1.53767 -0.49137
H 3.51755 2.65302 2.96575
H 2.01239 2.10714 4.83668
H -0.12564 0.94372 4.37851
H -0.71824 0.30202 2.09204
*
```

(8)
The following is a quantum chemistry calculation of the molecule C19H30N2O4S, from OMol25.

The value obtained for the HOMO-LUMO gap is 0.370 hartree. For the energy, the calculation gives -1550.66877 Ha. Its lowest unoccupied orbital energy is 0.6 eV. For the largest force on an atom, the calculation gives 0.93 eV/A. For the HOMO energy, the calculation gives -0.3494 hartree. The calculation puts the relative energy (zero: lowest compared OMol25 entry of this formula, charge and spin) at 28.35 kJ/mol. The structure (SMILES) is COCCCNC(=O)[C@H]1CC[C@H](CNS(=O)(=O)c2ccc(C)cc2)CC1.

```
! wB97M-V def2-TZVPD RIJCOSX def2/J DEFGRID3
* xyz 0 1
C 2.32472 5.77992 -1.10856
O 3.58563 5.21922 -0.85178
C 3.69466 3.88629 -1.29878
C 5.09365 3.37823 -0.96690
C 5.27491 1.91108 -1.35713
N 4.41808 1.03319 -0.59382
C 3.30523 0.46242 -1.11585
O 3.02401 0.53150 -2.29294
C 2.45164 -0.26549 -0.08349
C 1.57521 -1.31688 -0.76161
C 0.66000 -2.00012 0.24853
C -0.21328 -0.96996 0.96318
C -1.14467 -1.65034 1.96860
N -2.03063 -0.68475 2.58688
S -3.20758 0.05537 1.65504
O -4.11747 0.63287 2.59999
O -2.57945 0.90890 0.69303
C -4.01541 -1.29450 0.80021
C -4.96848 -2.03078 1.47627
C -5.57076 -3.10378 0.84402
C -5.21977 -3.44755 -0.45860
C -5.88852 -4.59660 -1.14668
C -4.25880 -2.68911 -1.12010
C -3.65525 -1.61229 -0.49420
C 0.66592 0.06934 1.65600
C 1.56805 0.76040 0.63949
H 1.52822 5.21683 -0.60598
H 2.35118 6.79671 -0.72212
H 2.11079 5.80196 -2.18442
H 3.51937 3.83007 -2.38389
H 2.93244 3.26236 -0.80648
H 5.82473 3.98812 -1.49757
H 5.26607 3.50710 0.10378
H 6.31722 1.61406 -1.20450
H 5.00938 1.76269 -2.40614
H 4.55368 1.01995 0.40476
H 3.10839 -0.75174 0.64694
H 0.98143 -0.82499 -1.53293
H 2.20979 -2.05569 -1.25506
H 0.03108 -2.73246 -0.26277
H 1.26413 -2.53691 0.98534
H -0.82930 -0.44759 0.22863
H -0.54991 -2.11209 2.76228
H -1.71451 -2.44669 1.46262
H -2.45842 -1.00629 3.44069
H -5.23699 -1.74107 2.48022
H -6.32122 -3.68151 1.36333
H -5.23343 -5.03818 -1.89340
H -6.78893 -4.24800 -1.65290
H -6.18119 -5.36179 -0.43193
H -3.98319 -2.94396 -2.13280
H -2.91916 -1.00575 -0.99707
H 0.02404 0.80395 2.14229
H 1.27578 -0.41775 2.42193
H 0.94765 1.27596 -0.09597
H 2.18925 1.50613 1.14232
*
```